A structure of composition C23H47IN4O4PdSSi2Te, computed with ωB97M-V/def2-TZVPD.

Values from the calculation:
- HOMO level (alpha / beta) (eV) = -7.519 / -7.519
- max |F| (Eh/bohr) = 0.0164
- LUMO energy (alpha / beta) (eV) = -0.8 / -0.8
- frontier orbital gap (alpha / beta) (eV) = 6.688 / 6.687

XYZ file:
```
84
Properties=species:S:1:pos:R:3:forces:R:3:mulliken_charge:R:1
Pd 0.242072 -0.948539 -0.070118 -0.79 -0.27 -0.11 0.740
C 1.601519 4.919697 3.481431 0.02 -0.01 0.01 -1.540
C 2.404253 3.806441 2.866721 0.03 0.01 0.03 0.805
C 3.544918 4.081896 2.120495 0.02 0.00 0.08 -0.679
C 4.310748 3.056097 1.585668 0.08 -0.01 0.07 -0.397
C 3.926700 1.743204 1.801083 0.02 0.02 0.01 -0.083
C 2.792278 1.440799 2.542233 -0.09 -0.01 -0.07 -0.525
C 2.036097 2.474633 3.064552 -0.02 -0.01 -0.07 -0.548
S 4.964572 0.441122 1.217498 0.04 -0.09 -0.15 1.336
O 5.292841 -0.403203 2.327427 -0.01 0.02 0.00 -0.700
O 5.995774 1.057474 0.425200 -0.02 0.01 0.04 -0.739
N 4.000897 -0.458071 0.204069 0.05 0.12 0.14 -0.114
C 4.156616 -1.928532 0.312280 0.02 0.03 -0.04 -0.649
C 3.652179 -2.558098 -0.972498 -0.05 -0.31 0.11 -1.253
C 2.162498 -2.371118 -1.208350 0.25 -0.14 -0.20 1.006
O 1.788540 -1.977640 -2.317669 -0.02 0.08 0.07 -0.594
O 1.380922 -2.648881 -0.213844 0.11 0.67 -0.06 -0.780
H 1.833395 5.879541 3.020722 0.00 0.00 0.00 0.360
H 1.819391 5.001700 4.548038 0.00 0.01 0.00 0.406
H 0.531223 4.737429 3.385765 -0.02 0.00 0.00 0.201
H 3.845443 5.110982 1.961800 0.00 0.00 0.00 0.350
H 5.207880 3.262224 1.018218 -0.01 0.00 -0.02 0.478
H 2.495134 0.412016 2.700719 -0.03 -0.04 0.01 0.505
H 1.146134 2.237654 3.635208 0.01 0.00 0.03 0.466
H 4.179849 -0.138194 -0.743059 -0.02 0.00 0.00 0.296
H 3.585833 -2.284994 1.167018 -0.02 0.05 0.00 0.263
H 5.206037 -2.190238 0.457261 -0.03 -0.06 0.02 0.502
H 3.843707 -3.633741 -0.932774 0.03 0.01 0.04 0.366
H 4.190519 -2.160927 -1.833767 -0.03 -0.04 -0.05 0.389
C -2.402913 -6.237288 -1.445935 0.01 0.02 0.03 -1.151
Si -1.505820 -4.751284 -0.724690 -0.02 0.03 0.01 0.437
C -0.049190 -5.335138 0.282886 -0.01 -0.02 -0.02 -0.841
C -2.691124 -3.821731 0.395792 0.05 0.00 -0.05 -0.483
C -0.914061 -3.763600 -2.249440 -0.03 -0.01 0.07 -1.038
Te -1.062097 -1.644909 -2.336126 0.30 -0.05 -0.12 0.190
C -3.207864 -1.626368 -2.237400 0.04 0.12 0.03 -0.845
Si -4.054756 -0.144926 -1.451175 0.01 0.03 0.01 0.110
C -5.861976 -0.193281 -1.947937 0.03 0.01 0.00 -1.093
C -3.940774 -0.245119 0.415835 -0.03 0.00 -0.02 -0.387
C -3.278820 1.433401 -2.109712 0.01 -0.03 0.00 -0.576
H -2.753742 -6.903787 -0.654876 0.00 0.00 0.01 0.304
H -1.748057 -6.815639 -2.101411 0.01 0.00 0.00 0.302
H -3.272453 -5.928154 -2.031120 0.00 0.00 0.00 0.323
H -0.400955 -5.944658 1.118875 -0.02 -0.03 -0.02 0.367
H 0.517928 -4.495851 0.682372 -0.04 -0.02 0.02 0.057
H 0.628042 -5.946585 -0.318189 0.01 -0.01 -0.01 0.301
H -2.680960 -4.301029 1.377814 0.00 -0.01 0.00 0.466
H -3.719995 -3.847418 0.031234 -0.01 0.03 -0.02 0.305
H -2.390951 -2.784020 0.556083 0.01 -0.04 -0.01 -0.318
H -1.438677 -4.104500 -3.144608 -0.02 -0.02 0.01 0.688
H 0.149364 -3.949523 -2.404425 0.00 0.01 -0.03 0.473
H -3.535542 -2.541379 -1.750161 0.02 -0.07 0.07 0.264
H -3.503459 -1.684608 -3.287978 -0.03 -0.02 0.01 0.523
H -6.339838 -1.104894 -1.582853 0.00 -0.01 0.00 0.285
H -5.981166 -0.163821 -3.032808 0.00 0.01 -0.01 0.317
H -6.406606 0.656084 -1.529320 0.00 0.01 0.01 0.289
H -4.685989 -0.944930 0.801062 -0.01 -0.01 -0.01 0.370
H -4.141883 0.725245 0.878299 0.00 0.00 0.00 0.390
H -2.974587 -0.606391 0.771873 0.05 0.02 0.01 -0.359
H -3.306458 1.457242 -3.201626 -0.02 0.00 -0.01 0.386
H -2.236409 1.523480 -1.797094 -0.03 -0.01 -0.02 -0.102
H -3.816156 2.312497 -1.745647 -0.01 0.01 0.01 0.315
I -0.354282 -1.243480 2.526235 0.38 0.09 0.15 -0.651
C 1.882062 3.220736 -0.714600 -0.04 0.01 -0.07 -1.103
N 0.761245 2.340399 -1.012591 0.10 -0.02 -0.02 0.422
C 0.997107 1.410892 -2.103289 -0.04 0.02 -0.01 -0.787
C -0.165369 2.042289 -0.067704 0.03 -0.04 0.07 0.059
N -0.668054 0.840682 0.032793 -0.12 -0.09 0.21 0.875
N -0.577844 3.056684 0.750814 -0.05 -0.02 -0.06 0.697
C -1.347650 2.744328 1.944047 0.03 -0.01 -0.08 -1.191
C -0.775287 4.402897 0.235127 0.00 -0.02 -0.01 -1.275
H 2.798511 2.635939 -0.598037 -0.06 0.00 -0.02 0.286
H 1.711805 3.761554 0.210431 0.01 -0.05 -0.02 0.266
H 2.027418 3.932465 -1.529935 -0.01 0.02 0.01 0.277
H 1.511868 1.948466 -2.898870 0.01 0.00 -0.01 0.357
H 0.051449 1.040623 -2.493744 0.04 0.06 0.00 -0.003
H 1.607354 0.548981 -1.810710 0.03 0.02 0.00 0.224
H -1.456526 0.794606 0.661083 -0.06 0.07 0.02 -0.497
H -0.943019 1.862222 2.436982 -0.01 -0.04 0.00 0.203
H -2.407661 2.574994 1.718476 -0.01 0.01 0.00 0.269
H -1.280000 3.590275 2.626873 -0.01 0.00 0.01 0.368
H -0.404960 4.476605 -0.783019 0.00 0.01 0.01 0.411
H -0.256114 5.134903 0.858002 0.01 0.01 -0.01 0.266
H -1.842059 4.645127 0.232708 0.00 0.01 0.00 0.388
```
Forces are in eV/Å.



A cluster of 2 separate species, C6H6BF8N3O6S2 in total, computed with ωB97M-V/def2-TZVPD.

Values from the calculation:
- HOMO level (eV) = -8.224
- max |F| (Eh/bohr) = 0.1602
- LUMO energy (eV) = -1.7
- frontier orbital gap (eV) = 6.537

XYZ file:
```
32
Properties=species:S:1:pos:R:3:forces:R:3:mulliken_charge:R:1
N -0.145587 -3.446713 -0.629586 0.46 1.68 -0.08 -0.507
B 0.504909 -2.228015 -0.083739 -0.05 -1.35 2.03 0.327
O 0.935298 -2.252677 1.261948 0.12 0.18 -2.51 -0.488
C 0.719979 -0.841751 -0.918621 0.87 1.13 -1.00 -0.191
N 1.792065 -0.561356 -1.753894 -2.16 1.66 0.58 0.145
C 1.668739 0.757662 -2.295487 -3.29 0.67 1.89 -0.551
C 0.437521 1.297710 -1.733493 3.23 -1.52 -1.55 -0.063
N -0.118232 0.267754 -0.916752 2.23 -0.67 -1.57 0.449
S -1.614494 0.606352 -0.124006 -2.04 7.37 3.05 1.117
O -2.244146 1.690534 -0.898670 1.11 -3.24 -0.79 -0.670
O -1.395860 1.132030 1.213362 -1.25 -4.20 -2.88 -0.438
C -2.840192 -0.795606 -0.132655 -2.22 -1.76 1.02 0.490
F -2.589596 -1.744432 0.857482 0.39 1.52 -1.98 -0.219
F -4.054387 -0.228575 0.227981 2.41 -0.49 -0.67 -0.196
C -3.086276 -1.483609 -1.544079 -1.03 -0.76 -1.68 0.474
F -3.547327 -2.781194 -1.370228 0.67 2.39 -0.18 -0.236
F -4.003040 -0.745408 -2.256092 1.59 -1.48 1.39 -0.220
F -1.959647 -1.580908 -2.334826 -1.21 0.34 1.37 -0.182
H -1.161606 -3.268982 -0.681095 0.56 -0.68 -0.12 0.230
H 0.220881 -3.639718 -1.568006 -0.71 0.08 0.09 0.318
H 1.892055 -2.455098 1.262210 -0.42 0.32 0.64 0.299
H 2.570845 -1.190043 -1.966418 -0.56 0.29 0.31 0.235
H 2.368314 1.266297 -3.007597 -0.73 -0.91 1.06 0.377
H 0.018794 2.315506 -1.908028 0.17 -1.30 0.54 0.424
C 2.637109 2.168694 3.103248 0.76 -0.10 0.57 0.564
F 3.736088 2.946285 2.995688 -0.46 -0.11 -0.19 -0.231
F 3.002851 0.936246 2.665249 -0.28 0.21 -0.15 -0.242
F 2.394645 2.040952 4.423433 -0.23 0.09 -0.52 -0.236
S 1.184112 2.853132 2.173888 -1.41 0.97 -0.29 1.198
O 1.624174 2.916479 0.780921 0.35 -0.56 0.15 -0.686
O 0.940157 4.152437 2.763539 0.61 -0.46 0.09 -0.679
O 0.111853 1.896016 2.394322 2.52 0.69 1.41 -0.611
```
Forces are in eV/Å.



A structure of composition C50H42N4OP2SSbSe2Tl, computed with ωB97M-V/def2-TZVPD.

Values from the calculation:
- HOMO level (alpha / beta) (eV) = -11.090 / -11.090
- max |F| (Eh/bohr) = 0.0380
- LUMO energy (alpha / beta) (eV) = -8.0 / -8.0
- total charge = +2
- frontier orbital gap (alpha / beta) (eV) = 3.088 / 3.088

XYZ file:
```
104
Properties=species:S:1:pos:R:3:forces:R:3:mulliken_charge:R:1
Tl 0.230896 -1.023393 -2.142615 0.78 0.59 1.52 0.886
Se -1.888459 2.330716 3.373674 0.42 -0.10 0.21 -0.390
P -0.260950 0.989806 3.767284 -1.14 1.39 0.32 0.127
C 1.165110 1.928728 4.339710 0.07 -0.36 -0.10 0.561
C 1.544901 3.053419 3.606154 0.14 -0.13 0.02 -0.459
C 2.591947 3.836454 4.058706 -0.01 -0.05 0.02 -0.867
C 3.254310 3.499171 5.231811 -0.01 0.05 0.06 -0.691
C 2.862490 2.389679 5.968466 0.12 0.14 0.08 -0.747
C 1.805177 1.607241 5.535311 0.03 -0.02 -0.18 -0.043
C -0.656758 -0.332671 4.930558 0.14 0.03 -0.08 0.447
C -1.918220 -0.368719 5.515576 0.10 0.04 0.01 -0.748
C -2.256622 -1.418497 6.354970 0.09 -0.04 0.00 -0.669
C -1.334443 -2.420496 6.613396 -0.04 0.00 0.02 -0.554
C -0.075485 -2.383985 6.026192 0.08 -0.12 0.04 -0.725
C 0.267873 -1.347273 5.176491 -0.18 0.00 0.04 0.041
C -0.036558 0.129137 2.208501 0.25 -0.46 -0.49 0.411
C 0.796413 -0.214267 1.136508 0.08 0.22 0.00 -0.015
N 0.013991 -0.959507 0.316927 0.13 -0.08 -1.34 0.473
N -1.200729 -1.048938 0.819827 -0.42 -0.09 -0.14 -0.778
N -1.254364 -0.411196 1.949469 0.14 -0.63 -0.50 -0.107
P 2.533815 -0.017583 0.699637 -0.36 0.26 1.03 1.091
Se 2.962496 -0.674709 -1.330505 -0.91 -0.36 -0.92 -0.435
C 2.986021 1.724346 0.768427 0.06 -0.38 -0.05 0.659
C 2.189451 2.626064 0.064060 0.01 0.04 0.07 -0.407
C 2.600798 3.941866 -0.051908 -0.10 -0.03 -0.03 -0.594
C 3.801703 4.348124 0.519432 0.04 -0.04 0.00 -0.547
C 4.601560 3.439610 1.196470 0.05 0.05 0.01 -0.911
C 4.198445 2.118943 1.322206 -0.04 -0.09 0.02 -0.244
C 3.486006 -1.012933 1.878639 0.01 0.11 -0.34 0.152
C 4.151603 -2.156748 1.452263 0.01 -0.01 0.00 -0.818
C 4.791284 -2.965599 2.379915 -0.04 0.00 -0.03 -0.721
C 4.764068 -2.634733 3.726451 0.06 -0.06 -0.10 -0.694
C 4.119091 -1.479470 4.147827 -0.01 0.06 0.08 -0.534
C 3.479001 -0.665737 3.228826 -0.02 0.12 -0.10 0.238
H 1.012860 3.312334 2.698896 -0.05 0.03 0.07 0.557
H 2.884685 4.717730 3.507185 0.01 0.05 -0.04 0.530
H 4.058101 4.128270 5.590316 0.04 -0.03 0.01 0.446
H 3.371846 2.152292 6.892503 -0.02 -0.01 0.03 0.466
H 1.476094 0.757763 6.119460 0.02 0.03 0.02 0.499
H -2.632280 0.417376 5.312596 0.04 0.06 -0.09 0.312
H -3.240590 -1.451304 6.801919 0.00 0.00 0.03 0.422
H -1.598878 -3.234192 7.275044 0.03 -0.03 0.00 0.411
H 0.636926 -3.171274 6.233090 0.02 -0.02 0.00 0.464
H 1.243499 -1.332472 4.703752 0.00 -0.02 0.00 0.321
H 1.265382 2.293188 -0.396830 -0.03 0.05 0.05 0.292
H 1.996879 4.649404 -0.604298 -0.02 0.01 0.04 0.480
H 4.118995 5.378119 0.422658 0.01 -0.01 -0.01 0.444
H 5.547635 3.757227 1.614304 -0.03 -0.01 0.04 0.464
H 4.816459 1.397421 1.842213 0.05 0.06 0.00 0.455
H 4.171465 -2.413025 0.402120 0.00 -0.06 0.01 0.254
H 5.308214 -3.852946 2.041210 0.02 -0.01 0.04 0.448
H 5.257329 -3.275511 4.444936 0.01 0.03 0.03 0.431
H 4.121287 -1.212144 5.197086 -0.03 0.03 -0.02 0.476
H 2.982626 0.241433 3.549726 -0.01 0.05 0.11 0.362
O 0.195631 -2.569536 -4.429397 0.00 0.50 0.47 -0.213
C 0.976135 -3.742707 -4.266816 0.25 -0.16 -0.01 -0.782
C 0.881984 -4.277275 -2.858110 0.01 0.02 -0.02 0.671
C 1.500008 -5.485505 -2.553703 -0.13 0.08 -0.05 -0.743
C 1.440321 -5.962546 -1.258360 -0.01 0.04 0.02 -0.298
C 0.710345 -5.254193 -0.312469 -0.07 0.02 -0.08 -0.978
C 0.111802 -4.071235 -0.694639 -0.13 0.11 0.34 -0.212
N 0.224526 -3.579412 -1.933651 0.12 0.87 -0.34 -0.085
H 0.479103 -2.116380 -5.232324 -0.11 0.00 -0.08 0.204
H 2.028671 -3.538214 -4.488047 -0.04 -0.02 -0.04 0.408
H 0.629598 -4.524138 -4.950068 -0.01 0.07 0.00 0.388
H 2.015510 -6.035775 -3.330010 0.04 0.03 0.00 0.461
H 1.951514 -6.875606 -0.985149 -0.04 -0.04 -0.04 0.471
H 0.601528 -5.615334 0.700058 -0.02 0.04 0.00 0.490
H -0.480259 -3.480038 -0.007637 0.09 0.01 0.08 0.566
S -0.543731 1.614980 -2.697645 0.66 -1.82 0.24 -0.388
Sb -2.692221 1.109176 -3.480733 -0.42 0.17 0.01 1.865
C -3.350998 3.095967 -3.858513 0.12 -0.61 -0.03 0.775
C -3.219417 4.040804 -2.848973 0.07 -0.02 0.09 -0.454
C -3.552481 5.359826 -3.114788 0.01 -0.01 0.05 -0.836
C -3.998249 5.723382 -4.378660 0.02 0.01 0.04 -0.483
C -4.123223 4.771820 -5.379844 -0.03 -0.04 -0.04 -0.605
C -3.799773 3.446488 -5.123898 -0.06 -0.08 -0.09 -0.454
C -2.334451 0.035475 -5.296777 -0.28 0.24 0.68 0.485
C -2.878958 -1.217710 -5.541617 -0.13 -0.02 0.00 -0.500
C -2.537743 -1.885439 -6.709630 -0.03 -0.04 -0.01 -0.644
C -1.666139 -1.300181 -7.616659 0.01 -0.02 0.01 -0.582
C -1.137378 -0.039122 -7.368468 0.04 0.02 -0.02 -0.778
C -1.466939 0.634564 -6.201877 0.07 0.10 0.01 -0.528
C -3.684800 0.125613 -1.861824 0.31 0.23 -0.69 1.011
C -4.019734 -1.219312 -1.917925 0.01 -0.14 -0.06 -0.204
C -4.671123 -1.793276 -0.835233 0.00 -0.11 -0.09 -0.804
C -4.972007 -1.032040 0.281746 0.01 0.02 0.01 -0.548
C -4.618223 0.308273 0.329599 0.06 0.12 0.13 -0.688
C -3.965850 0.895989 -0.742148 0.02 0.13 -0.04 -0.688
H -2.845920 3.760696 -1.871945 0.00 0.07 0.05 0.273
H -3.458772 6.100103 -2.331733 0.00 0.02 -0.02 0.412
H -4.243519 6.756748 -4.582727 -0.03 -0.01 -0.01 0.407
H -4.474483 5.057291 -6.362107 0.00 0.00 0.00 0.409
H -3.902022 2.701253 -5.903826 0.00 0.03 -0.03 0.414
H -3.579223 -1.669316 -4.852184 0.01 -0.02 -0.04 0.433
H -2.966393 -2.857147 -6.914947 0.01 -0.01 0.00 0.459
H -1.404690 -1.824028 -8.526350 -0.02 0.01 -0.02 0.436
H -0.477020 0.425879 -8.088109 0.01 0.00 0.00 0.429
H -1.053423 1.617198 -6.005255 0.04 -0.01 -0.02 0.454
H -3.784508 -1.824596 -2.783285 -0.05 -0.02 0.01 0.156
H -4.958838 -2.835195 -0.880133 0.04 -0.01 0.03 0.434
H -5.480685 -1.484156 1.122333 0.00 0.01 -0.01 0.433
H -4.840379 0.902015 1.206407 0.05 -0.02 0.01 0.428
H -3.677501 1.939333 -0.698491 -0.06 -0.01 0.09 0.204
```
Forces are in eV/Å.



A cluster of 6 separate species, C2H16O7 in total, computed with ωB97M-V/def2-TZVPD.

Values from the calculation:
- HOMO level (eV) = -10.193
- max |F| (Eh/bohr) = 0.0207
- LUMO energy (eV) = -0.1
- frontier orbital gap (eV) = 10.058
- SMILES = OCCO.O.O.O.O.O

XYZ file:
```
25
Properties=species:S:1:pos:R:3:forces:R:3:mulliken_charge:R:1
O 1.338364 0.072263 0.830173 -0.08 -0.62 0.05 -0.718
H 0.561114 -0.293449 0.379069 0.11 0.17 -0.02 0.389
H 1.794073 -0.694462 1.218974 -0.13 0.39 -0.13 0.320
O -0.511867 -2.216085 -1.496533 0.16 -0.13 0.07 -0.710
H -0.984322 -1.427313 -1.189588 0.17 -0.42 0.11 0.339
H -0.275885 -2.692153 -0.674321 -0.35 0.43 -0.56 0.383
O 2.524918 -2.247595 2.030548 0.16 -0.32 0.30 -0.662
H 2.417695 -2.645383 2.904410 0.12 0.18 -0.02 0.305
H 3.352291 -2.613573 1.692416 -0.13 0.06 -0.10 0.278
O -0.085291 -2.957362 1.080768 0.28 -0.03 0.78 -0.652
H -0.684875 -3.171216 1.803772 -0.07 -0.01 -0.18 0.302
H 0.756944 -2.717264 1.508173 -0.19 -0.16 -0.36 0.366
O 1.753762 2.756872 1.229339 -0.02 -0.33 0.12 -0.634
H 1.699387 1.775048 1.202217 -0.08 0.58 -0.13 0.428
H 1.608442 3.032392 0.320989 0.06 -0.04 -0.01 0.283
C -1.132125 2.103570 -1.442296 0.54 0.06 0.91 -0.164
C -2.104607 0.935372 -1.302472 0.53 0.30 -0.22 -0.466
O -1.608341 0.082870 -0.267617 -0.31 0.13 0.21 -0.561
O -1.315244 2.833784 -2.632398 -0.35 -0.17 -0.01 -0.537
H -0.104154 1.743613 -1.318470 -0.02 -0.41 -0.52 0.177
H -1.236072 2.710120 -0.529459 -0.36 0.34 -0.19 0.283
H -2.141231 0.321786 -2.201577 0.01 0.12 -0.09 0.333
H -3.104582 1.307219 -1.077043 -0.08 -0.13 -0.02 0.304
H -1.837520 0.447026 0.593338 0.01 0.00 -0.03 0.297
H -0.680874 3.553922 -2.662423 0.01 0.00 0.03 0.316
```
Forces are in eV/Å.